Entry from the Open Molecules 2025 dataset: 20 unconnected molecules or ions with the total composition C36H65Cl38FO4 in a non-equilibrium geometry (ωB97M-V/def2-TZVPD).

Element x y z (Å)
Cl -4.576 -8.228 2.225
Cl 3.318 -0.309 -3.898
Cl -9.441 2.557 1.047
Cl 2.263 -3.876 -8.181
Cl 1.207 -2.270 -3.455
Cl 6.263 2.634 1.770
Cl -3.851 6.778 0.238
Cl 4.154 -7.026 6.595
Cl 4.544 0.329 1.273
Cl -2.115 -1.494 8.263
Cl 15.656 4.401 2.050
Cl 1.742 0.468 -7.382
Cl -2.811 -2.905 -7.137
Cl -1.718 -4.970 -0.067
Cl 3.239 4.487 -9.699
Cl -0.232 -4.023 -12.459
Cl -0.087 0.283 7.144
Cl -2.418 -5.425 3.645
Cl -0.187 1.887 -3.957
Cl -2.274 9.160 0.832
Cl 6.151 4.527 -9.517
Cl 1.243 -7.046 6.412
Cl 3.972 1.967 -6.245
Cl -0.207 -1.657 -7.571
Cl 0.176 -4.184 3.212
Cl -13.564 3.121 2.285
Cl -7.417 4.339 -0.070
Cl -4.456 -4.184 0.535
Cl -6.835 -6.721 3.292
Cl 2.743 -6.170 3.421
Cl 10.082 3.929 1.185
Cl 12.911 5.176 2.664
Cl -1.802 -0.462 -4.592
Cl 7.814 5.417 2.261
Cl -2.102 -3.960 -10.220
Cl 0.554 -6.185 -8.706
Cl 4.356 -3.820 4.038
Cl -11.461 5.096 1.849
F 0.502 0.013 -0.058
O -3.737 -1.098 2.431
O -0.052 4.462 4.510
O 1.263 4.784 2.579
O -3.609 1.021 3.582
C -12.207 3.990 3.009
C 4.632 4.695 -8.629
C -2.650 7.922 -0.372
C -2.443 0.779 1.425
C 3.966 -5.043 2.824
C 6.172 0.998 1.108
C 1.505 0.014 3.606
C -1.604 -0.561 1.237
C -1.622 -4.804 -11.697
C -5.733 2.203 1.485
C -0.678 -5.697 3.515
C -3.409 -5.480 -0.054
C -3.552 1.193 0.347
C -9.130 3.902 -0.059
C -4.491 2.393 0.857
C -0.640 -1.070 2.427
C -5.139 -7.163 3.520
C -0.696 -0.777 -0.052
C 13.966 3.885 2.076
C -1.227 5.345 2.557
C 9.515 4.992 2.479
C -2.841 -1.601 1.373
C -0.102 0.080 3.398
C 2.636 -6.851 7.482
C 2.552 -1.385 -2.724
C 2.206 2.420 2.817
C 2.297 3.989 3.206
C -1.066 -3.171 -7.264
C -0.576 0.666 -5.176
C 2.182 -5.510 -8.850
C -3.369 0.249 2.648
C 3.342 1.157 -7.686
C -1.800 -0.158 7.148
C 1.907 1.503 4.114
C -1.428 -0.580 -1.455
C 0.076 4.794 3.324
H -6.399 1.333 1.176
H -2.991 1.633 -0.556
H -2.458 -4.798 -12.394
H -3.707 -5.745 -1.066
H -3.514 -6.344 0.600
H -9.426 3.608 -1.064
H -0.317 -6.128 4.446
H 2.057 -0.119 2.617
H 1.363 2.206 2.081
H 6.436 1.030 0.052
H 4.869 -5.599 2.580
H -0.952 1.165 -6.067
H 4.024 0.357 -7.970
H -1.169 -1.864 3.063
H 0.285 -1.606 2.010
H 3.291 -2.099 -2.365
H 2.756 1.492 4.865
H -1.102 -1.455 -2.119
H -2.032 4.537 2.559
H 2.409 4.145 4.324
H -4.534 -6.258 3.521
H -5.034 -7.679 4.472
H -2.551 -2.678 1.615
H 6.872 0.361 1.644
H 4.591 5.686 -8.183
H -4.186 0.317 -0.005
H -9.710 4.762 0.258
H 2.601 -5.861 7.932
H -2.089 -0.461 6.143
H -0.995 5.690 1.503
H 13.663 3.615 1.066
H -3.044 8.405 -1.264
H -0.533 -0.144 4.446
H -1.358 -5.830 -11.447
H 2.592 -7.611 8.260
H 2.877 -6.149 -8.308
H -0.705 -3.599 -6.331
H 2.457 -5.475 -9.902
H -2.559 -0.623 -1.418
H 13.870 3.024 2.733
H -6.079 2.961 2.267
H -0.486 -6.384 2.693
H -4.146 3.462 0.666
H 3.289 4.342 2.746
H -1.626 6.195 3.205
H 4.593 3.937 -7.850
H 3.267 1.881 -8.496
H -1.002 0.350 -1.937
H 3.585 -4.548 1.933
H 2.176 -0.792 -1.892
H -0.356 -1.873 -0.020
H -3.525 -1.664 0.471
H -11.461 3.269 3.339
H -12.568 4.563 3.861
H -2.386 0.705 7.456
H -0.314 1.138 3.057
H -1.845 1.718 1.668
H 10.111 5.903 2.474
H 1.804 -0.742 4.400
H -0.873 -3.858 -8.083
H 9.632 4.481 3.433
H 0.325 0.110 -5.416
H 3.223 2.084 2.434
H -1.739 7.381 -0.618
H 0.998 1.995 4.618

- lowest unoccupied orbital energy (eV) = 0.11
- orbital gap (eV) = 8.55
- E (eV) = -525141.56461
- max |F| (eV/A) = 3.930
- net charge = 0



Entry from the Open Molecules 2025 dataset: a molecular structure, C15H31AlBBr4Cl2O3 in a non-equilibrium geometry (ωB97M-V/def2-TZVPD).

Element x y z (Å)
Br -1.387 -3.596 -2.174
Br 0.450 -6.643 -3.165
Br 3.718 -4.182 -2.136
Br 3.305 -2.774 1.253
Cl 0.190 6.468 -0.015
Cl 0.163 2.608 -2.593
Al -2.039 4.223 -0.399
O -0.395 -1.120 3.329
O -5.013 4.660 -1.213
O -1.159 -3.387 3.099
C -0.132 -2.474 0.914
C 0.339 1.239 1.652
C 4.349 -4.856 -0.419
C -0.572 -2.322 2.488
C -0.820 2.400 1.819
C 1.049 -0.738 3.405
C 0.782 4.150 -1.741
C 1.935 3.829 -0.574
C 3.322 -4.634 0.667
C -0.285 -6.137 -1.432
C -1.618 -5.441 -1.585
C -0.401 5.152 -1.208
C 1.126 0.864 3.047
C -3.353 3.918 -3.319
C -1.690 2.364 0.391
B -3.657 4.274 -1.732
H -2.513 5.151 0.835
H 0.470 -5.524 -0.931
H 2.303 -4.881 0.357
H 4.518 -5.925 -0.578
H 1.179 1.568 0.875
H -0.402 -7.078 -0.887
H -1.233 1.578 -0.346
H 1.452 -0.879 4.513
H -2.128 -5.369 -0.620
H 2.249 1.268 3.023
H 2.879 4.522 -0.801
H -1.540 2.060 2.703
H -0.790 5.748 -2.164
H 1.527 4.009 0.521
H -2.280 -5.926 -2.306
H -0.385 3.476 2.016
H -2.182 3.996 -3.456
H 2.327 2.727 -0.612
H 0.791 -1.787 0.636
H 0.587 1.446 3.933
H 0.253 -3.597 0.788
H 1.376 4.757 -2.580
H 5.307 -4.368 -0.217
H 3.575 -5.212 1.561
H 1.721 -1.422 2.714
H -5.732 4.318 -1.821
H -1.016 -2.257 0.144
H -0.201 0.308 1.145
H -3.888 4.712 -3.997
H -3.677 2.809 -3.517
H -2.755 1.927 0.710

- lowest unoccupied orbital energy (eV) = 1.70
- orbital gap (eV) = 5.78
- E (eV) = -334684.71431
- max |F| (eV/A) = 8.633
- net charge = -1



Entry from the Open Molecules 2025 dataset: a single C5H14N2 molecule in a non-equilibrium geometry (ωB97M-V/def2-TZVPD).

Element x y z (Å)
N 0.400 0.667 1.050
N -0.426 -1.696 0.140
C -1.293 -2.767 -0.256
C 1.066 1.389 -1.291
C -0.229 -0.717 -0.909
C 0.401 1.817 1.981
C -0.008 0.740 -0.393
H -1.369 -3.509 0.534
H 1.609 2.170 -0.749
H 0.911 1.631 -2.343
H 1.388 0.478 0.881
H 1.836 0.606 -1.344
H -1.200 -0.556 -1.435
H -0.997 -3.229 -1.207
H -0.925 1.330 -0.339
H 1.401 1.923 2.374
H -0.420 -1.075 0.961
H -2.352 -2.419 -0.328
H 0.453 -1.104 -1.696
H -0.036 2.718 1.506
H -0.209 1.601 2.863

- lowest unoccupied orbital energy (eV) = 1.07
- orbital gap (eV) = 8.97
- E (eV) = -8390.44362
- max |F| (eV/A) = 2.242
- energy relative to the best compared isomer or geometry (same formula, charge and spin) (eV) = 2.175
- net charge = 0
- structure (SMILES) = CNC[C@H](C)NC